Record 1
Entry from OMol25: a cluster of 6 separate species, C9H31O6 in total (ωB97M-V with the def2-TZVPD basis set).

XYZ file:
```
46
Properties=species:S:1:pos:R:3:forces:R:3:mulliken_charge:R:1
O -0.063259 0.620583 -0.110507 -0.2 0.2 0.1 -0.193
H 0.173397 1.427664 0.421941 0.4 -0.1 -0.2 0.208
H -0.694885 0.030584 0.394572 -0.1 -0.2 -0.2 0.740
H 0.736500 0.086945 -0.403383 -0.2 -0.1 -0.1 0.413
C -1.822256 -3.821765 0.422229 0.2 0.4 0.3 -1.362
C -1.682469 -2.499273 -0.328251 -0.3 -0.4 0.3 0.684
C -2.885546 -2.185778 -1.194844 0.4 0.3 -0.5 -1.270
O -1.478828 -1.430770 0.636608 0.0 -0.2 -0.1 -0.575
H -0.917588 -4.019033 1.000391 0.0 0.0 -0.1 0.342
H -2.006972 -4.662181 -0.242137 0.0 0.0 -0.1 0.399
H -2.647332 -3.755329 1.138915 -0.1 -0.1 -0.1 0.349
H -0.777492 -2.527892 -0.933558 0.1 0.2 0.0 0.003
H -3.131318 -3.035865 -1.829158 -0.1 -0.1 0.1 0.417
H -2.655417 -1.353618 -1.867317 -0.1 0.0 0.1 0.307
H -3.755434 -1.908497 -0.598677 0.0 -0.2 0.1 0.287
H -2.272253 -1.424735 1.184884 0.1 0.1 0.1 0.252
C 3.121113 -0.529653 -3.171685 0.0 -0.1 0.3 -1.408
C 2.916722 -0.353460 -1.677317 0.5 -0.2 -0.1 0.804
C 2.927383 1.081801 -1.219136 -0.4 0.3 0.2 -1.576
O 1.661375 -0.948462 -1.253547 0.2 0.3 0.0 -0.519
H 2.383451 0.037909 -3.737300 0.0 0.0 0.0 0.332
H 3.045270 -1.585123 -3.441103 0.0 0.0 -0.1 0.406
H 4.124973 -0.198012 -3.435425 0.0 0.1 -0.1 0.395
H 3.726795 -0.867792 -1.146055 -0.1 -0.1 0.0 0.190
H 2.195081 1.697935 -1.750847 0.0 -0.1 -0.1 0.359
H 3.909771 1.523632 -1.365048 0.1 0.0 -0.1 0.486
H 2.687239 1.140229 -0.150736 0.2 0.0 -0.1 0.257
H 1.682389 -1.885924 -1.467216 -0.1 0.0 0.1 0.264
C -3.362476 1.527587 0.558109 -0.4 -0.1 0.0 -0.685
O -2.230083 1.416418 1.423990 0.0 -0.2 -0.1 -0.428
H -3.043925 1.362038 -0.470022 0.1 0.1 0.0 0.239
H -4.128669 0.777916 0.782594 0.1 0.0 0.0 0.363
H -3.838459 2.506911 0.637219 0.1 0.0 0.0 0.289
H -2.510843 1.019021 2.252135 0.0 0.2 0.1 0.270
C -0.250868 3.997574 0.859421 0.0 0.2 0.0 -0.691
O 0.766114 3.131400 0.332140 -0.5 0.1 0.1 -0.491
H -0.103462 5.025374 0.526508 0.1 0.0 0.0 0.375
H -1.217075 3.662704 0.494098 0.0 -0.1 0.0 0.152
H -0.268304 3.969876 1.950831 0.1 0.0 0.0 0.255
H 1.588799 3.624395 0.288050 0.1 -0.2 0.1 0.298
C 1.756575 -0.481676 2.729253 0.0 0.4 -0.1 -0.611
O 1.361366 0.819155 2.250517 0.0 -0.3 0.2 -0.330
H 2.820699 -0.634809 2.546764 0.0 -0.1 0.1 0.256
H 1.549405 -0.578524 3.792859 0.0 -0.1 0.0 0.376
H 1.191138 -1.233093 2.182577 -0.1 0.0 0.0 0.113
H 1.419636 1.433592 2.986656 0.1 0.1 -0.1 0.261
```
Positions in Å, forces in eV/Å.

## Properties
* multiplicity: 1
* charge: +1
* orbital gap: 11.350 eV
* LUMO energy: -2.23 eV
* F_max: 0.65 eV/A
* HOMO: -13.584 eV
* energy above the lowest of the compared OMol25 structures with the same formula, charge and spin: 27.8 kcal/mol



Record 2
Entry from OMol25: a structure of composition C31H50FeN5P2Si2 (ωB97M-V with the def2-TZVPD basis set).

XYZ file:
```
91
Properties=species:S:1:pos:R:3:forces:R:3:mulliken_charge:R:1
Fe -0.448049 -0.033592 -0.936332 -0.9 -1.1 -1.6 0.443
C -2.988673 -4.191578 -1.748350 -0.4 -0.1 -0.1 -1.446
Si -1.511192 -3.191328 -1.216882 0.1 0.4 -0.3 -0.077
C -0.842901 -4.021668 0.315121 0.1 -0.2 0.4 -0.767
C -0.280308 -3.426889 -2.597836 0.2 -0.2 -0.1 -0.088
N -1.819802 -1.480230 -1.006368 -0.5 0.3 0.3 0.813
C -3.094404 -0.900313 -1.174102 0.5 -0.9 0.2 0.203
C -4.323761 -1.521380 -0.918268 0.0 -0.2 0.3 -0.726
C -5.534969 -0.911927 -1.237146 0.2 -0.2 0.1 -0.924
C -5.533568 0.351143 -1.801367 0.2 0.2 -0.1 -1.011
C -4.320640 1.003986 -1.998521 0.0 0.3 -0.1 -0.395
C -3.104285 0.409771 -1.644698 0.4 1.0 -0.4 0.777
N -1.862252 1.061044 -1.698035 -0.6 -0.2 0.3 1.065
Si -1.647694 2.743596 -2.060247 0.0 -0.2 0.0 0.029
C 0.180940 3.075983 -1.931355 0.3 0.1 0.0 -0.787
C -2.513164 3.745246 -0.741242 -0.2 0.3 0.3 -1.157
C -2.202975 3.252483 -3.749502 -0.1 0.1 -0.5 -1.240
H -2.605075 -5.106193 -2.222489 -0.1 0.1 0.1 0.402
H -3.599124 -3.653599 -2.484417 0.1 -0.2 0.1 0.416
H -3.636396 -4.486590 -0.916628 0.0 0.0 -0.1 0.312
H -0.325451 -4.960517 0.057412 -0.2 0.3 0.1 0.397
H -1.667302 -4.269515 0.994402 0.1 0.0 0.0 0.389
H -0.133424 -3.382873 0.844329 -0.2 -0.1 0.1 0.002
H 0.280339 -4.370274 -2.508589 -0.2 0.2 0.0 0.316
H 0.421063 -2.599299 -2.638654 0.0 -0.1 -0.1 -0.765
H -0.813117 -3.430225 -3.556606 0.1 0.0 0.1 0.416
H -4.322960 -2.499673 -0.447571 -0.1 0.2 -0.1 0.405
H -6.471166 -1.427050 -1.047475 0.1 0.0 0.0 0.393
H -6.465120 0.834997 -2.072003 0.1 0.0 0.0 0.402
H -4.316265 2.011861 -2.410999 0.0 -0.2 0.1 0.146
H 0.611061 2.642020 -1.014728 0.0 0.1 -0.1 -0.055
H 0.380734 4.157068 -1.900174 -0.1 -0.2 0.0 0.591
H 0.698975 2.650652 -2.798069 -0.1 0.1 0.1 0.253
H -1.814010 3.988277 0.072553 -0.2 -0.1 -0.1 0.312
H -3.354014 3.182441 -0.317145 0.1 0.1 0.0 0.356
H -2.906560 4.692942 -1.137242 0.1 -0.2 0.1 0.405
H -1.841325 2.529466 -4.492312 -0.1 0.1 0.1 0.327
H -1.786818 4.241215 -3.995071 -0.1 -0.2 0.0 0.373
H -3.292675 3.316613 -3.836181 0.2 0.0 0.0 0.358
C -1.278392 1.015445 1.227415 0.4 0.2 0.1 -1.093
P -0.069701 -0.328870 1.553808 0.0 0.6 0.3 1.245
C 1.437435 0.775561 1.718900 -0.1 -0.5 -0.8 -0.746
N 1.643195 1.480577 2.783078 0.0 0.1 0.4 0.123
C 2.675276 2.356508 2.765465 0.3 0.3 0.2 0.121
C 2.914934 3.166715 3.909211 -0.3 -0.4 -0.2 -0.729
C 3.919737 4.070851 3.883510 0.6 0.4 -0.2 -0.502
C 4.746909 4.217037 2.726147 0.0 0.3 0.6 -0.588
C 4.543710 3.454827 1.627350 -0.2 -0.3 -0.3 -0.343
C 3.491142 2.499749 1.625284 0.2 0.3 0.2 0.101
N 3.281770 1.745372 0.519404 0.2 0.2 0.0 -0.304
C 2.297385 0.901975 0.561564 -0.7 -0.5 0.0 -0.191
P 1.886605 -0.062420 -0.964639 0.7 0.3 0.6 1.091
C 2.772016 0.888439 -2.226671 0.1 0.0 0.0 -1.692
C 2.962156 -1.597748 -0.789426 -0.3 -0.1 0.0 2.266
C 4.282734 -1.237077 -0.109646 0.1 0.0 0.0 -2.023
C 3.230574 -2.136317 -2.203946 0.1 0.0 0.0 -1.877
C 2.249096 -2.656850 0.055929 0.1 0.1 -0.1 -1.780
C -0.573178 -0.773933 3.309952 0.2 -0.2 -0.1 1.920
C -1.016226 0.448596 4.115287 -0.1 0.0 0.2 -1.784
C 0.616150 -1.473714 3.978063 0.0 0.0 0.1 -1.835
C -1.765651 -1.735970 3.212998 -0.1 0.1 -0.1 -1.450
H -2.305577 0.658403 1.291662 0.0 -0.1 0.0 0.551
H -1.131193 1.346735 0.188999 -0.4 0.6 0.5 -0.559
H -1.111439 1.878788 1.868998 0.0 0.0 0.1 0.790
H 2.281552 3.043367 4.781143 0.0 0.0 -0.1 0.465
H 4.093919 4.694776 4.751563 0.1 0.0 -0.1 0.401
H 5.547973 4.947086 2.725375 -0.1 0.0 0.1 0.397
H 5.161031 3.552385 0.739841 -0.1 -0.1 0.1 0.469
H 3.845412 0.801104 -2.073764 0.0 0.0 0.0 0.446
H 2.496695 1.936210 -2.146604 0.1 0.0 0.0 0.392
H 2.480624 0.514041 -3.206150 0.0 0.0 0.0 0.446
H 4.788539 -0.390036 -0.577564 0.0 -0.1 0.0 0.298
H 4.944985 -2.106971 -0.179623 0.0 0.1 0.0 0.548
H 4.145537 -1.003033 0.949840 0.0 0.0 -0.1 0.343
H 3.935102 -1.500488 -2.744439 0.0 0.0 0.0 0.368
H 2.328577 -2.222897 -2.808833 0.0 0.0 0.0 0.341
H 3.673060 -3.133362 -2.117509 0.0 0.1 0.0 0.498
H 2.031837 -2.290426 1.063125 0.0 0.0 0.0 0.450
H 2.900771 -3.531194 0.159068 0.0 0.1 0.0 0.621
H 1.315062 -2.977264 -0.397173 0.1 0.0 -0.1 -0.122
H -0.277061 1.244100 4.117761 0.0 0.0 0.0 0.132
H -1.172496 0.117310 5.148705 0.0 0.1 -0.1 0.638
H -1.966944 0.843471 3.748201 0.1 -0.1 0.1 0.311
H 1.445466 -0.784177 4.146413 0.0 0.0 0.0 0.331
H 0.977557 -2.314710 3.376740 -0.1 0.0 0.0 0.263
H 0.302733 -1.870798 4.949146 0.0 0.0 -0.1 0.528
H -2.502128 -1.420042 2.464149 0.1 0.0 0.1 0.250
H -2.270639 -1.765569 4.184945 0.1 0.0 -0.1 0.507
H -1.451799 -2.743403 2.965970 0.1 -0.2 -0.1 0.310
N 0.152825 -0.358086 -3.901486 -0.2 0.3 0.8 -0.905
C -0.101317 -0.210133 -2.774748 0.2 -0.6 -0.9 -0.300
```
Positions in Å, forces in eV/Å.

## Properties
* multiplicity: 2
* orbital gap (alpha / beta): 5.309 / 5.401 eV
* LUMO energy (alpha / beta): -1.13 / -1.04 eV
* F_max: 2.14 eV/A
* HOMO (alpha / beta): -6.435 / -6.446 eV
* energy above the lowest of the compared OMol25 structures with the same formula, charge and spin: 0.0 kcal/mol



Record 3
Entry from OMol25: a cluster of 2 separate species, C10H18N in total (ωB97M-V with the def2-TZVPD basis set).

XYZ file:
```
29
Properties=species:S:1:pos:R:3:forces:R:3:mulliken_charge:R:1
C 0.145277 1.338729 0.152783 1.2 -1.1 1.8 -0.571
C -0.513946 2.229776 -0.360969 1.1 -2.2 1.1 0.365
C 1.758559 -0.186251 3.122070 -0.2 -0.1 -1.1 -0.671
C 1.341534 -0.301653 1.887486 -1.9 -0.6 -2.3 0.345
C -2.482155 1.216511 -2.538343 -4.1 2.4 1.2 -0.951
C 1.727074 -2.763165 1.556616 -1.9 -2.5 0.5 -0.771
C 2.017649 -1.223748 -0.212603 -2.3 1.1 -0.9 -0.951
C -0.305513 -1.717339 0.641810 0.1 -0.6 -1.8 -0.881
C -1.501496 3.042734 -0.976263 1.2 2.6 -1.8 -0.793
C -1.953725 2.654446 -2.441520 0.5 0.6 1.7 -0.361
N 1.163574 -1.534017 0.949638 0.2 2.1 1.3 0.193
H 2.272926 -1.040046 3.624708 -0.6 1.0 -0.2 0.279
H 1.584705 0.798041 3.538149 0.4 -0.1 0.5 0.311
H -1.842938 0.475002 -2.182091 1.3 -1.0 0.6 0.241
H -3.506703 1.158298 -1.899643 2.2 -0.1 -1.6 0.248
H -2.701307 1.076963 -3.581672 -0.3 -0.5 -0.3 0.339
H 1.703909 -2.689889 2.610634 -0.5 0.1 1.2 0.411
H 1.022495 -3.694460 1.322323 1.9 2.1 0.1 0.257
H 2.778404 -2.909919 1.364305 0.1 -0.1 -0.8 0.343
H 1.974533 -2.081689 -0.815443 -0.6 -1.0 -1.4 0.510
H 1.490181 -0.306463 -0.665046 1.8 -1.1 0.3 0.325
H 3.005403 -1.307109 0.153467 1.2 1.4 0.2 0.410
H -0.403765 -2.626100 -0.000405 0.4 0.9 0.1 0.384
H -0.763241 -2.015239 1.533510 -0.7 0.0 1.6 0.476
H -0.831757 -0.844994 0.180547 1.1 -0.5 0.5 0.231
H -2.345258 2.978613 -0.374867 -1.7 0.0 1.3 0.371
H -1.104529 4.142086 -0.867424 -0.9 -1.8 -0.6 0.308
H -2.675652 3.498047 -2.684461 0.8 -1.5 -0.4 0.285
H -1.054236 2.632835 -3.037298 0.2 0.8 -0.6 0.320
```
Positions in Å, forces in eV/Å.

## Properties
* multiplicity: 1
* charge: +1
* orbital gap (alpha / beta): 6.617 / 6.634 eV
* LUMO energy (alpha / beta): -6.23 / -6.22 eV
* F_max: 4.88 eV/A
* HOMO (alpha / beta): -12.844 / -12.853 eV
* energy above the lowest of the compared OMol25 structures with the same formula, charge and spin: 232.7 kcal/mol